Entry 1:
Here is C16H27KO6S5 as an isolated structure from the OMol25 dataset. Energies are from ωB97M-V/def2-TZVPD.

CARTESIAN COORDINATES (ANGSTROEM)
K 0.7257 0.0334 0.3503
C 0.4258 -3.0497 -0.6188
C -0.3807 -2.1048 -1.5102
O 0.2958 -0.8911 -1.8444
C 1.3480 -0.9465 -2.7888
C 2.7250 -0.8868 -2.1298
O 2.8552 0.1580 -1.1598
C 2.9982 1.4909 -1.6514
C 1.8055 2.3673 -1.2841
O 1.4447 2.2862 0.0950
C 2.3182 2.8705 1.0495
C 2.9458 1.7989 1.9519
O 2.0429 0.7586 2.3267
C 0.9395 1.1607 3.1430
C 0.1469 -0.0900 3.4877
O -0.4999 -0.5405 2.3048
C -0.8066 -1.9339 2.2307
C 0.3991 -2.7752 1.8236
O 0.9525 -2.4134 0.5486
H 1.2776 -3.4408 -1.1777
H -0.2093 -3.8988 -0.3505
H -1.2934 -1.7830 -1.0014
H -0.6585 -2.6509 -2.4150
H 1.2205 -0.0843 -3.4467
H 1.2892 -1.8492 -3.4065
H 3.4793 -0.7879 -2.9137
H 2.9202 -1.8066 -1.5769
H 3.1124 1.5081 -2.7403
H 3.9101 1.8987 -1.2158
H 0.9153 2.0447 -1.8311
H 2.0301 3.3996 -1.5651
H 1.7300 3.5623 1.6505
H 3.1188 3.4417 0.5689
H 3.3569 2.2908 2.8378
H 3.7562 1.2911 1.4277
H 0.2846 1.8645 2.6044
H 1.3000 1.6300 4.0624
H -0.5926 0.1419 4.2563
H 0.8375 -0.8479 3.8791
H -1.5977 -2.0255 1.4875
H -1.1974 -2.3021 3.1843
H 0.1202 -3.8318 1.8390
H 1.2069 -2.6314 2.5421
C -3.9213 1.4090 -3.2695
S -4.8296 2.2701 -1.9666
C -4.7578 1.0712 -0.6976
C -3.6410 0.6322 -0.0597
S -1.9656 1.0281 -0.2760
S -4.0053 -0.5845 1.1482
C -5.7152 -0.6888 1.0047
S -6.6564 -1.7033 1.9100
S -6.2850 0.3617 -0.2150
H -3.8209 2.1144 -4.0985
H -4.4669 0.5285 -3.6075
H -2.9334 1.1356 -2.8966

Summary:
LUMO energy (eV): -0.15
Multiplicity: 1
Frontier orbital gap (eV): 6.1
HOMO energy (eV): -6.212
Energy (eV): -99814.038

***

Entry 2:
Here is a 2-piece molecular cluster, C16H27N2O5 overall from the OMol25 dataset. Energies are from ωB97M-V/def2-TZVPD.

CARTESIAN COORDINATES (ANGSTROEM)
C 4.0528 -0.5011 -1.5948
C 3.7620 0.6758 -0.4776
C 3.7112 2.1976 -1.0959
O 2.4705 2.9366 -0.8165
C 1.4187 2.6557 -1.8148
N 0.2836 1.7999 -1.2034
N 0.4641 1.5670 0.1044
C -0.6139 0.7131 0.5996
C -1.8744 0.0685 -0.1410
C -2.9197 -0.9093 0.6628
O -3.3857 -2.0709 -0.1134
C -2.2749 -2.8159 -0.7270
C -1.0572 -3.2132 0.3063
C -2.0149 0.4672 -1.7101
C -0.7698 1.3959 -2.1190
C -0.7097 1.9109 -3.6972
C -1.1635 3.4723 -3.9066
O -2.0212 4.1322 -3.1113
O -0.5958 4.1610 -5.1134
H 5.0939 -0.2668 -2.0751
H 4.0365 -1.5281 -0.9935
H 3.1601 -0.5199 -2.3510
H 4.6657 0.6110 0.2989
H 2.8078 0.3510 0.1168
H 4.0198 2.1488 -2.2235
H 4.5835 2.8009 -0.5473
H 1.9049 2.1522 -2.7525
H 0.9591 3.7143 -2.1079
H -0.5300 0.4529 1.7638
H -2.4512 -1.2213 1.7128
H -3.8650 -0.2401 0.9362
H -2.7379 -3.8520 -1.0958
H -1.8200 -2.3159 -1.6908
H -0.4019 -4.0283 -0.2256
H -0.3578 -2.2502 0.3980
H -1.4156 -3.5019 1.3860
H -2.8632 0.0916 -2.4150
H -1.4874 1.2499 -4.3146
H 0.3397 1.7012 -4.2038
H 0.2469 3.6577 -5.3974
C -0.3066 -0.7408 5.0395
C -1.4003 -1.7066 4.6693
O -2.0742 -1.5490 3.6526
C -1.6373 -2.8728 5.5911
H -0.2495 0.0498 4.2837
H -0.5265 -0.2838 6.0076
H 0.6534 -1.2619 5.0738
H -1.9166 -2.5108 6.5839
H -0.7366 -3.4889 5.6500
H -2.4559 -3.4852 5.1984

Summary:
LUMO energy (eV): -4.85
Total charge: +1
Multiplicity: 1
Frontier orbital gap (eV): 7.6
HOMO energy (eV): -12.473
Energy (eV): -30230.366

***

Entry 3:
Here is C16H27NO in the gas phase from the OMol25 dataset. Energies are from ωB97M-V/def2-TZVPD.

CARTESIAN COORDINATES (ANGSTROEM)
C 3.5603 2.6931 0.0472
C 2.8288 1.8894 1.1159
C 1.3651 1.6194 0.7640
C 1.1391 0.6555 -0.4018
C 1.5951 -0.7883 -0.1192
C 2.9212 -1.1151 -0.8176
C 3.5935 -2.3796 -0.2931
C 0.4940 -1.7653 -0.5509
N -0.7399 -1.4434 0.1322
C -1.8831 -2.2241 -0.2726
C -3.1360 -1.6980 0.4479
O -2.9643 -1.9485 1.8289
C -3.3155 -0.2337 0.1257
C -2.6888 0.7404 0.8905
C -2.8140 2.0777 0.5595
C -3.5686 2.4545 -0.5377
C -4.1994 1.4877 -1.3026
C -4.0726 0.1504 -0.9729
H 3.5949 2.1532 -0.8956
H 4.5826 2.8972 0.3589
H 3.0578 3.6430 -0.1229
H 2.8603 2.4496 2.0543
H 3.3477 0.9445 1.2846
H 0.8842 2.5710 0.5232
H 0.8611 1.2139 1.6444
H 1.6358 1.0307 -1.2973
H 0.0663 0.6367 -0.5999
H 1.7352 -0.9053 0.9612
H 3.6086 -0.2799 -0.6766
H 2.7424 -1.2165 -1.8908
H 3.7619 -2.3041 0.7794
H 4.5556 -2.5237 -0.7800
H 2.9854 -3.2601 -0.4830
H 0.3139 -1.6548 -1.6259
H 0.8147 -2.8056 -0.3698
H -0.6193 -1.5403 1.1357
H -2.0211 -2.1062 -1.3517
H -1.7786 -3.3010 -0.0500
H -4.0089 -2.2633 0.0776
H -3.6630 -1.4941 2.3113
H -2.0952 0.4445 1.7414
H -2.3168 2.8270 1.1579
H -3.6659 3.4984 -0.7976
H -4.7912 1.7763 -2.1592
H -4.5630 -0.6034 -1.5731

Summary:
LUMO energy (eV): 0.84
Multiplicity: 1
Frontier orbital gap (eV): 9.4
HOMO energy (eV): -8.584
Energy (eV): -20567.888

***

Entry 4:
Here is a 4-piece molecular cluster, C16H27NO11PS overall from the OMol25 dataset. Energies are from ωB97M-V/def2-TZVPD.

CARTESIAN COORDINATES (ANGSTROEM)
C 2.7908 0.8199 5.1882
C 1.4850 0.1948 4.7228
N 1.5556 -0.9099 3.9751
C 0.4736 -1.5433 3.5099
C -0.7912 -1.0779 3.8347
C -0.8782 0.0507 4.6415
C -2.2489 0.5282 5.0538
O -2.4943 0.6416 6.2341
O -3.1485 0.8346 4.1112
C 0.2594 0.7278 5.0895
P 0.2343 2.2519 6.1589
S -1.2644 3.4352 5.9044
H 2.7097 0.9431 6.2716
H 3.6512 0.1954 4.9401
H 2.8742 1.7987 4.7101
H 2.4628 -1.2993 3.7397
H 0.6440 -2.4177 2.8897
H -1.6522 -1.6136 3.4548
H -4.0000 0.8282 4.5787
H 0.4519 1.7800 7.4726
H 1.4062 2.9458 5.7880
C -0.2287 -4.5688 -2.4109
O -0.8773 -3.2924 -2.3461
C -0.5324 -2.5522 -1.3041
O 0.2532 -2.8602 -0.4402
O -1.2018 -1.3990 -1.3721
C -0.9042 -0.5113 -0.3037
H -0.5967 -5.0680 -3.3022
H 0.8500 -4.4464 -2.4947
H -0.4799 -5.1712 -1.5396
H 0.1512 -0.2362 -0.3133
H -1.1593 -0.9554 0.6595
H -1.4926 0.3910 -0.4509
C 1.3537 -0.6361 -3.6371
O 2.6850 -0.1263 -3.6799
C 3.6246 -1.0725 -3.7309
O 3.4286 -2.2590 -3.7393
O 4.8130 -0.4744 -3.7696
C 5.9221 -1.3744 -3.8287
H 0.6785 0.2152 -3.5975
H 1.1327 -1.2143 -4.5328
H 1.2055 -1.2422 -2.7447
H 5.8774 -1.9807 -4.7316
H 5.9498 -2.0094 -2.9445
H 6.8235 -0.7686 -3.8559
C -3.2119 0.8516 -4.5893
O -3.8449 2.1306 -4.5310
C -3.4844 2.8752 -3.4888
O -2.6986 2.5577 -2.6325
O -4.1421 4.0293 -3.5572
C -3.8525 4.9382 -2.4943
H -3.5880 0.3496 -5.4763
H -2.1319 0.9610 -4.6776
H -3.4645 0.2559 -3.7132
H -2.7984 5.2110 -2.4980
H -4.1320 4.5082 -1.5337
H -4.4474 5.8306 -2.6667

Summary:
LUMO energy (eV): -4.89
Total charge: +1
Multiplicity: 1
Frontier orbital gap (eV): 6.9
HOMO energy (eV): -11.844
Energy (eV): -61160.204

***

Entry 5:
Here is C16H28AgO2P2 as an isolated structure from the OMol25 dataset. Energies are from ωB97M-V/def2-TZVPD.

CARTESIAN COORDINATES (ANGSTROEM)
Ag 0.0000 0.0000 0.0000
C 1.1711 -0.2069 3.7924
P -0.0210 -0.0363 2.4070
C -1.5464 0.3408 3.3512
C -0.2876 -1.8275 1.9993
C -1.4566 -2.1594 1.0660
P -1.1229 -1.9449 -0.7499
C -2.4900 -2.9576 -1.4408
C -1.8220 -0.2700 -1.0254
H 1.3548 0.7660 4.2571
H 2.1266 -0.5948 3.4288
H 0.7991 -0.8870 4.5651
H -1.4537 1.3107 3.8487
H -1.7504 -0.4154 4.1155
H -2.4098 0.3928 2.6824
H -0.4669 -2.3460 2.9502
H 0.6484 -2.2307 1.5988
H -2.3718 -1.6326 1.3534
H -1.6663 -3.2289 1.1978
H -3.4554 -2.6914 -1.0018
H -2.3081 -4.0194 -1.2469
H -2.5551 -2.8210 -2.5242
H -2.8297 -0.1781 -0.6095
H -1.8797 -0.0595 -2.0977
H -1.1918 0.4981 -0.5698
C 1.4676 -0.8626 -6.2033
C 0.7889 -0.1527 -5.0719
C 1.5336 0.4676 -4.0649
C 0.9038 1.1670 -3.0209
C 1.7513 1.8122 -1.9569
C -0.5098 1.2360 -2.9715
C -1.2650 0.6074 -3.9910
C -2.7692 0.6682 -3.9948
C -0.6060 -0.0638 -5.0350
C -1.2048 1.9763 -1.8441
O -2.0082 2.9054 -2.1727
O -0.9300 1.6109 -0.6580
H 2.5124 -1.0868 -5.9643
H 1.4444 -0.2410 -7.1038
H 0.9692 -1.8150 -6.4124
H 2.6192 0.4145 -4.0888
H 2.7957 1.8916 -2.2781
H 1.7272 1.2164 -1.0394
H 1.4095 2.8309 -1.7471
H -3.1737 0.4418 -3.0030
H -3.1924 -0.0722 -4.6826
H -3.1084 1.6574 -4.3169
H -1.1929 -0.5272 -5.8243
H 1.6404 0.0000 -0.5803

Summary:
LUMO energy (eV): 3.04
Total charge: -1
Multiplicity: 1
Frontier orbital gap (eV): 6.0
HOMO energy (eV): -2.936
Energy (eV): -43711.368